No. 1
{"formula": "C4H4BrCl3", "method": "wB97M-V/def2-TZVPD", "lumo_ev": 0.182, "total_charge": 0, "homo_ev": -10.10, "relative_energy_kj_mol": 14.86, "gap_ev": 10.28, "smiles": "C[C@@]1(Cl)[C@H](Br)C1(Cl)Cl", "mol_weight_g_mol": 238.34, "symbols": ["C", "C", "Cl", "C", "Br", "C", "Cl", "Cl", "H", "H", "H", "H"], "coordinates": [[1.528, -0.150, -0.490], [0.044, -0.359, -0.315], [-0.626, -1.011, -1.826], [-0.885, -0.527, 0.949], [-2.513, -1.486, 0.818], [-0.767, 0.836, 0.268], [0.193, 2.195, 0.946], [-2.194, 1.555, -0.656], [1.688, 0.379, -1.521], [2.016, -1.166, -0.532], [1.829, 0.335, 0.400], [-0.313, -0.602, 1.959]], "forces_ev_per_angstrom": [[-0.22, -1.88, -1.48], [-2.03, 1.28, -0.75], [0.03, -0.10, 0.26], [2.46, 0.95, 0.91], [0.34, 0.02, 0.31], [-0.60, 0.26, -1.14], [-0.69, -0.92, 0.07], [1.38, -0.88, 0.98], [-0.13, -0.67, 2.32], [-0.31, 1.06, -0.07], [1.06, 0.87, 0.43], [-1.31, 0.00, -1.82]]}

No. 2
{"formula": "C15H30N3O2PTm", "method": "wB97M-V/def2-TZVPD", "lumo_ev": [-5.753, -8.536], "total_charge": 2, "homo_ev": [-13.91, -13.86], "spin_multiplicity": 4, "gap_ev": [8.16, 5.33], "mol_weight_g_mol": 484.33, "symbols": ["C", "C", "N", "C", "C", "C", "C", "C", "P", "H", "H", "H", "C", "C", "H", "H", "H", "C", "C", "H", "H", "H", "H", "H", "H", "H", "H", "H", "H", "H", "H", "Tm", "H", "O", "H", "H", "N", "C", "N", "C", "C", "C", "O", "H", "H", "H", "H", "H", "H", "H", "H", "H"], "coordinates": [[-0.752, 2.511, -2.223], [-0.398, 1.290, -3.053], [-0.279, 0.141, -2.365], [-0.209, -1.055, -3.037], [0.094, -1.034, -4.418], [0.068, 0.164, -5.120], [-0.214, 1.349, -4.429], [-0.591, -2.251, -2.289], [-0.101, -2.589, -0.573], [-0.281, 2.325, -4.916], [0.256, -1.980, -4.936], [0.245, 0.188, -6.195], [1.245, 2.534, -0.837], [-0.831, 3.413, 0.055], [-0.388, -3.148, -2.891], [-1.845, 2.665, -2.193], [-0.296, 3.392, -2.699], [1.535, -3.425, -0.350], [-1.299, -3.927, -0.240], [1.678, -3.681, 0.717], [1.569, -4.348, -0.954], [2.332, -2.724, -0.649], [-1.530, -3.927, 0.832], [-2.220, -3.759, -0.813], [-0.858, -4.888, -0.532], [-0.523, 4.417, -0.287], [-1.926, 3.343, 0.010], [-0.498, 3.265, 1.093], [1.503, 3.550, -1.190], [1.642, 2.395, 0.180], [1.703, 1.790, -1.499], [-0.510, 0.188, 0.012], [1.353, -0.367, -0.068], [-2.431, -0.763, -0.767], [-1.998, -1.458, -1.477], [-3.105, -0.270, -1.273], [-0.238, 2.375, -0.819], [1.093, 0.239, 5.370], [0.161, 0.381, 4.254], [-1.245, 0.631, 4.547], [0.523, 0.275, 2.994], [1.925, -0.033, 2.594], [-0.406, 0.451, 2.105], [0.524, 0.409, 6.286], [1.903, 0.977, 5.304], [1.537, -0.766, 5.400], [-1.592, 1.562, 4.083], [-1.883, -0.186, 4.189], [-1.332, 0.709, 5.628], [1.973, -0.984, 2.040], [2.329, 0.752, 1.934], [2.588, -0.119, 3.464]], "forces_ev_per_angstrom": [[0.54, 0.17, 0.28], [0.38, -0.76, 0.91], [-0.96, 0.23, -0.83], [-0.17, 0.37, 0.42], [-0.61, -0.55, -0.01], [0.14, 0.50, 0.28], [0.00, -0.11, -0.38], [3.26, -0.44, -1.89], [-0.60, 0.53, 1.72], [0.00, -0.44, -0.06], [-0.09, 0.28, 0.10], [0.01, -0.07, 0.28], [0.09, 0.26, -0.01], [-0.11, 0.20, -0.16], [-0.84, 0.16, -0.15], [0.38, -0.14, -0.05], [-0.24, 0.00, 0.16], [0.03, 0.13, -0.87], [0.01, -0.17, 0.08], [-0.37, 0.20, -0.49], [0.15, 0.35, 0.27], [-0.28, -0.36, 0.10], [-0.01, -0.19, -0.28], [0.18, -0.13, 0.28], [-0.28, 0.11, 0.09], [-0.15, -0.27, 0.21], [0.27, 0.07, 0.08], [-0.07, 0.06, -0.34], [-0.06, -0.34, 0.16], [-0.11, 0.06, -0.37], [-0.10, 0.18, 0.24], [0.41, -0.70, 0.05], [0.06, 0.23, -0.28], [0.22, -1.44, -2.11], [-1.52, 1.73, 1.72], [0.14, -0.37, 0.29], [0.04, 0.45, -0.69], [0.43, -0.08, 0.33], [0.30, -0.16, -0.76], [-0.55, 0.13, 0.26], [-0.99, 0.27, 0.14], [0.78, -0.11, 0.35], [0.98, -0.06, 0.90], [0.32, -0.07, -0.12], [-0.30, -0.16, 0.08], [-0.23, 0.27, 0.03], [0.17, -0.20, 0.12], [0.25, 0.15, 0.07], [-0.21, 0.04, -0.15], [-0.17, 0.45, 0.13], [-0.29, -0.35, 0.20], [-0.24, 0.07, -0.29]]}

No. 3
{"formula": "C18H29BCl27F4N", "method": "wB97M-V/def2-TZVPD", "lumo_ev": -0.099, "total_charge": 0, "homo_ev": -10.65, "relative_energy_kj_mol": 31.32, "gap_ev": 10.55, "mol_weight_g_mol": 1303.47, "symbols": ["C", "C", "C", "N", "C", "C", "C", "C", "C", "C", "H", "H", "H", "H", "H", "H", "H", "H", "H", "H", "H", "H", "H", "H", "H", "H", "H", "H", "H", "H", "B", "F", "F", "F", "F", "C", "Cl", "Cl", "Cl", "H", "C", "Cl", "Cl", "Cl", "H", "C", "Cl", "Cl", "Cl", "H", "C", "Cl", "Cl", "Cl", "H", "C", "Cl", "Cl", "Cl", "H", "C", "Cl", "Cl", "Cl", "H", "C", "Cl", "Cl", "Cl", "H", "C", "Cl", "Cl", "Cl", "H", "C", "Cl", "Cl", "Cl", "H"], "coordinates": [[2.469, 1.330, -3.617], [1.543, 0.598, -2.630], [1.013, 1.528, -1.473], [0.326, 0.812, -0.365], [-0.356, 1.779, 0.513], [-1.092, 1.180, 1.607], [-1.973, 0.000, 1.162], [-1.151, -0.939, 0.237], [-0.566, -0.221, -0.943], [1.376, 0.131, 0.432], [2.445, 0.674, -4.502], [3.465, 1.456, -3.198], [2.150, 2.322, -3.972], [2.154, -0.110, -2.121], [0.664, 0.165, -3.155], [0.199, 2.189, -1.832], [1.845, 2.081, -1.024], [-0.996, 2.401, -0.150], [0.502, 2.396, 0.917], [-1.658, 1.980, 2.101], [-0.391, 0.841, 2.376], [-2.911, 0.342, 0.730], [-2.348, -0.545, 2.024], [-1.844, -1.710, -0.185], [-0.401, -1.472, 0.781], [-1.300, 0.295, -1.518], [0.083, -0.779, -1.613], [1.755, -0.781, -0.135], [1.056, -0.073, 1.454], [2.132, 0.858, 0.522], [1.972, 2.308, 3.440], [2.848, 2.416, 4.475], [2.667, 2.547, 2.262], [1.541, 1.004, 3.368], [0.912, 3.253, 3.481], [-4.268, 2.130, -2.073], [-2.574, 2.554, -2.475], [-4.795, 2.861, -0.594], [-4.285, 0.356, -1.887], [-4.898, 2.398, -2.911], [0.551, 5.201, 1.191], [1.151, 6.779, 1.719], [1.329, 4.833, -0.394], [-1.185, 5.189, 0.965], [0.899, 4.464, 1.888], [5.062, -2.185, 0.864], [3.982, -1.572, 2.070], [4.457, -2.065, -0.801], [5.640, -3.836, 1.145], [5.978, -1.558, 0.840], [-3.676, -4.799, -3.554], [-4.096, -3.232, -4.240], [-4.142, -4.961, -1.834], [-1.935, -5.066, -3.723], [-4.086, -5.604, -4.128], [-1.377, 1.757, 5.360], [-1.159, 1.985, 7.062], [-2.906, 2.428, 4.776], [-1.252, -0.010, 4.980], [-0.555, 2.297, 4.911], [-5.742, -3.263, 2.232], [-3.978, -3.109, 2.314], [-6.518, -1.643, 2.305], [-6.427, -4.209, 3.607], [-6.065, -3.787, 1.377], [0.893, -5.054, 0.019], [-0.861, -5.492, 0.004], [1.263, -4.012, 1.390], [1.274, -4.263, -1.531], [1.460, -5.943, -0.016], [5.566, 1.989, 1.342], [4.924, 1.345, -0.191], [6.169, 3.643, 1.191], [6.768, 0.889, 2.015], [4.736, 2.018, 2.094], [-0.733, -2.020, -5.270], [-1.388, -0.396, -4.697], [1.050, -2.010, -5.379], [-1.366, -2.495, -6.838], [-1.019, -2.792, -4.578]], "forces_ev_per_angstrom": [[-0.71, -0.22, -0.42], [-1.07, 2.00, 0.67], [-0.30, 0.30, -1.38], [1.24, -1.07, -0.41], [1.30, 2.48, -1.12], [-1.10, -1.11, 1.83], [0.39, 0.09, 0.15], [-2.63, -0.91, -0.75], [0.38, 0.24, 1.04], [0.46, -1.46, -0.35], [0.67, 0.36, 0.16], [0.10, -0.18, -0.16], [-0.27, -0.30, 0.36], [0.29, -1.21, 0.02], [0.97, 0.13, 0.29], [0.86, 0.09, -0.19], [-0.37, 0.17, -0.22], [0.41, -0.29, 0.44], [-1.07, -0.30, -0.46], [-0.08, -0.21, -0.16], [-0.19, 0.00, -0.08], [0.12, 0.16, -0.71], [0.38, -0.18, 0.26], [0.47, 0.37, 0.42], [0.41, -0.33, 0.37], [-0.72, 0.30, -0.50], [-0.44, -0.57, 0.32], [-0.54, 1.12, 0.97], [-0.01, -0.32, -0.41], [1.26, 0.59, 0.26], [0.58, 0.31, -0.05], [0.28, 0.50, 1.10], [0.57, 0.54, -1.61], [-1.14, -1.13, 0.13], [-0.30, -0.35, 0.35], [0.82, -0.91, -0.05], [-0.40, 0.43, -0.10], [-0.10, 0.41, 0.16], [-0.33, -0.01, -0.21], [-0.01, 0.09, 0.09], [0.73, 0.69, -1.02], [-0.25, -0.14, 0.14], [-0.06, -0.01, 0.22], [-0.16, -0.08, 0.30], [-0.21, -0.33, 0.37], [1.73, 0.47, -0.72], [-0.31, -0.05, 0.12], [-0.49, -0.08, 0.01], [-0.31, 0.02, 0.25], [-0.77, -0.33, 0.32], [0.69, 0.17, 0.51], [-0.20, -0.20, 0.20], [-0.02, 0.15, -0.68], [0.31, 0.00, 0.15], [-0.75, -0.12, -0.10], [0.23, -0.59, -0.28], [-0.18, 0.10, 0.79], [0.15, -0.13, 0.03], [-0.13, 0.79, -0.01], [-0.03, -0.21, -0.57], [-0.31, 0.89, 2.02], [-0.59, -0.24, -0.13], [0.41, -0.53, -0.39], [0.56, 0.14, -0.42], [-0.02, -0.26, -1.12], [-1.42, 1.08, -0.62], [0.75, 0.09, 0.17], [0.08, -0.37, -0.31], [0.03, 0.21, 0.14], [0.53, -0.87, 0.57], [-1.18, 0.17, 1.16], [0.19, 0.26, 0.22], [0.01, -0.39, -0.18], [0.30, 0.03, -0.14], [0.62, 0.01, -1.02], [0.33, 0.73, -0.34], [0.41, -1.34, -0.50], [-0.45, 0.21, 0.35], [-0.26, 0.28, 0.10], [-0.14, 0.14, 0.41]]}

No. 4
{"formula": "C9H11N3", "method": "wB97M-V/def2-TZVPD", "lumo_ev": 0.674, "total_charge": 0, "homo_ev": -7.87, "relative_energy_kj_mol": 371.42, "gap_ev": 8.54, "mol_weight_g_mol": 161.21, "symbols": ["C", "C", "C", "C", "C", "C", "C", "C", "C", "N", "N", "N", "H", "H", "H", "H", "H", "H", "H", "H", "H", "H", "H"], "coordinates": [[3.182, 1.780, -1.106], [2.359, 1.481, -2.155], [2.771, 1.222, 0.109], [1.269, 0.676, -2.102], [1.596, 0.446, 0.208], [0.835, 0.091, -0.899], [-2.942, -1.108, 1.229], [-1.832, -0.362, 2.079], [-2.088, -1.705, 0.145], [-0.846, -0.007, 1.068], [-0.224, -0.854, -1.006], [-0.935, -0.791, 0.070], [4.045, 2.428, -1.184], [2.578, 1.980, -3.120], [3.273, 1.445, 1.073], [0.789, 0.607, -3.074], [1.367, 0.035, 1.181], [-3.521, -1.826, 1.779], [-3.659, -0.492, 0.788], [-2.373, 0.534, 2.693], [-1.296, -1.005, 2.784], [-1.776, -2.834, 0.259], [-2.574, -1.741, -0.818]], "forces_ev_per_angstrom": [[-0.37, -0.53, 1.82], [1.14, 1.60, -2.09], [-0.32, 0.22, 0.66], [-0.79, -0.35, -0.24], [1.14, -0.33, 0.59], [1.00, 0.30, -1.93], [1.85, -1.04, 1.30], [-2.41, 1.01, 0.02], [-0.21, -2.91, -0.42], [0.07, 0.77, 0.39], [0.34, 1.25, 1.61], [-1.08, -0.71, 0.03], [-0.06, -0.06, -0.04], [-0.11, -0.51, 0.51], [-0.12, -0.20, -0.86], [-0.56, -0.65, 0.41], [0.04, 0.20, -0.16], [0.06, -0.54, 0.41], [-0.86, 1.64, -0.52], [1.88, -1.79, -1.67], [-0.52, -0.08, 0.23], [-0.09, 2.31, 0.35], [-0.03, 0.38, -0.38]]}

No. 5
{"formula": "C6H7N", "method": "wB97M-V/def2-TZVPD", "lumo_ev": [-0.826, -0.666], "total_charge": 0, "homo_ev": [-8.87, -9.03], "relative_energy_kj_mol": 641.10, "gap_ev": [8.04, 8.36], "smiles": "[H]/N=C1/C=C=CCC1", "mol_weight_g_mol": 93.13, "symbols": ["H", "N", "C", "C", "C", "C", "C", "C", "H", "H", "H", "H", "H", "H"], "coordinates": [[1.241, 1.390, -2.219], [0.979, 1.954, -1.405], [0.540, 1.231, -0.484], [0.312, 1.887, 0.800], [-0.629, 1.482, 1.617], [-1.445, -0.095, 1.250], [-0.450, -0.946, 0.582], [0.310, -0.286, -0.592], [0.890, 2.668, 1.180], [-1.948, -0.443, 2.084], [0.319, -1.372, 1.142], [-0.970, -1.732, 0.219], [-0.465, -0.374, -1.404], [1.216, -0.854, -0.650]], "forces_ev_per_angstrom": [[-0.30, 0.13, -0.07], [0.91, 0.36, -1.29], [0.36, -0.90, 0.55], [-1.35, -0.74, 1.03], [-2.63, -4.61, -1.26], [3.89, 4.96, 0.66], [0.74, 2.98, -0.31], [-2.85, 0.90, 0.02], [1.32, 1.38, -0.13], [-1.49, -0.76, 1.25], [0.98, -0.62, 2.05], [-1.70, -2.89, -1.41], [1.56, -0.18, -0.06], [0.55, 0.00, -1.01]]}

No. 6
{"formula": "C21H29N3O3S", "method": "wB97M-V/def2-TZVPD", "lumo_ev": 0.659, "total_charge": 0, "homo_ev": -8.21, "relative_energy_kj_mol": 187.33, "gap_ev": 8.87, "smiles": "CCOCCCNC(=O)CNC(=S)N(Cc1ccc(C)cc1)Cc1ccco1", "mol_weight_g_mol": 403.55, "symbols": ["C", "C", "O", "C", "C", "C", "N", "C", "O", "C", "N", "C", "S", "N", "C", "C", "C", "C", "C", "C", "C", "C", "C", "C", "C", "C", "C", "O", "H", "H", "H", "H", "H", "H", "H", "H", "H", "H", "H", "H", "H", "H", "H", "H", "H", "H", "H", "H", "H", "H", "H", "H", "H", "H", "H", "H", "H"], "coordinates": [[-3.330, -1.234, 2.141], [-3.550, -1.574, 0.676], [-2.514, -1.046, -0.133], [-2.670, -1.457, -1.478], [-1.729, -0.706, -2.417], [-2.216, 0.714, -2.729], [-2.163, 1.552, -1.560], [-3.176, 1.622, -0.675], [-4.310, 1.255, -0.896], [-2.742, 2.237, 0.656], [-1.549, 1.605, 1.174], [-0.323, 2.179, 1.088], [-0.109, 3.642, 0.320], [0.704, 1.539, 1.696], [2.054, 2.081, 1.669], [2.934, 1.328, 0.708], [3.764, 0.302, 1.141], [4.520, -0.420, 0.237], [4.465, -0.139, -1.123], [5.294, -0.926, -2.091], [3.641, 0.894, -1.553], [2.885, 1.619, -0.650], [0.515, 0.283, 2.383], [0.430, -0.901, 1.463], [0.792, -1.087, 0.163], [0.503, -2.442, -0.136], [-0.012, -2.975, 1.000], [-0.060, -2.051, 1.977], [-4.092, -1.730, 2.736], [-3.411, -0.163, 2.303], [-2.353, -1.578, 2.469], [-3.578, -2.669, 0.550], [-4.512, -1.165, 0.334], [-3.710, -1.282, -1.790], [-2.471, -2.539, -1.539], [-0.738, -0.664, -1.965], [-1.664, -1.268, -3.350], [-3.256, 0.685, -3.064], [-1.598, 1.159, -3.513], [-1.257, 1.899, -1.277], [-3.556, 2.122, 1.376], [-2.536, 3.303, 0.516], [-1.604, 0.594, 1.193], [1.977, 3.127, 1.365], [2.463, 2.034, 2.683], [3.827, 0.068, 2.195], [5.161, -1.216, 0.589], [6.349, -0.678, -1.969], [5.008, -0.709, -3.117], [5.181, -1.994, -1.912], [3.590, 1.134, -2.605], [2.247, 2.418, -0.997], [1.365, 0.145, 3.060], [-0.390, 0.325, 3.003], [1.219, -0.360, -0.495], [0.660, -2.939, -1.071], [-0.370, -3.956, 1.240]], "forces_ev_per_angstrom": [[0.07, -0.08, -0.47], [-0.23, -0.17, 0.10], [0.08, 0.16, 0.27], [0.08, -0.22, -0.28], [-0.41, 0.18, 0.21], [0.01, -0.32, -0.06], [0.20, 0.11, -0.25], [0.44, 0.42, 0.29], [-0.45, -0.18, -0.03], [-0.44, 0.02, 0.02], [0.23, -0.15, 0.11], [-0.02, 0.04, 0.29], [0.06, 0.72, -0.43], [-0.31, -0.15, -0.02], [0.31, 0.18, -0.11], [0.11, 0.06, 0.09], [-0.01, 0.13, -0.03], [0.00, -0.02, -0.06], [-0.03, -0.05, 0.02], [0.05, 0.01, 0.03], [-0.01, -0.05, 0.03], [0.02, 0.10, 0.04], [-0.12, -0.43, 0.24], [0.29, 0.40, -0.68], [-0.12, 0.19, 0.59], [-0.19, -0.30, 0.41], [0.18, -0.29, -0.78], [-0.07, 0.15, 0.52], [-0.08, 0.00, 0.09], [-0.04, 0.16, 0.09], [0.05, -0.02, 0.07], [-0.02, 0.09, 0.00], [0.09, -0.08, 0.00], [0.05, -0.04, 0.01], [-0.05, 0.12, 0.03], [0.07, -0.04, -0.08], [0.05, -0.07, -0.04], [0.12, 0.03, -0.09], [-0.10, 0.01, 0.01], [-0.06, 0.11, 0.07], [0.04, -0.03, -0.17], [-0.07, -0.20, 0.05], [0.11, -0.06, 0.06], [0.05, -0.23, 0.18], [-0.06, -0.03, -0.05], [-0.02, -0.02, 0.13], [0.07, -0.10, 0.04], [0.08, -0.03, -0.06], [0.02, -0.03, -0.08], [0.03, -0.07, -0.05], [0.01, 0.02, -0.11], [-0.08, 0.09, -0.01], [-0.13, 0.06, -0.01], [0.10, 0.00, -0.02], [0.11, 0.21, -0.08], [0.00, -0.19, -0.18], [-0.07, -0.11, 0.13]]}